Entry 1:
# C4H8NO2S

The ion C4H8NO2S with charge -1 in a non-equilibrium geometry (ωB97M-V/def2-TZVPD, OMol25).

Structure (ORCA input):
```
! RIJCOSX wB97M-V def2-TZVPD def2/J DEFGRID3
* xyz -1 1
O -0.2760 -2.5737 -1.3128
H 0.0112 -1.7040 1.5406
H 1.1481 0.1237 -0.3105
H -1.7547 -0.4795 0.2469
S 0.4005 2.4582 1.1403
H -0.5128 0.5863 2.2263
H -1.8114 1.5141 1.5806
C -0.8252 1.1258 1.3301
C -0.8955 0.1774 0.1377
O 0.1769 -0.7009 -2.5332
C 0.3715 -0.6004 -0.1657
H 1.1129 -2.3111 0.5693
H -1.0531 0.8120 -0.7291
C 0.0830 -1.3876 -1.4976
N 0.8081 -1.4275 0.9742
H 1.1180 2.1744 2.2204
*
```

Computed properties:
- structure (SMILES) = N[C@H](CCS)C(=O)[O-]
- frontier orbital gap (eV) = 7.1
- HOMO level (Eh) = -0.1485
- E_LUMO (eV) = 3.105


Entry 2:
# C4H8NO3

A cluster of 2 separate species, C4H8NO3 in total in a non-equilibrium geometry (ωB97M-V/def2-TZVPD, OMol25).

Structure (ORCA input):
```
! RIJCOSX wB97M-V def2-TZVPD def2/J DEFGRID3
* xyz -1 1
O -0.4254 1.1180 -0.2855
O -0.7081 -3.0096 1.4682
C -0.3966 -2.2180 0.5953
H -0.9616 -0.5346 -0.3977
H 0.6157 3.9078 -1.5517
H 1.7525 -1.9003 0.5650
H -0.9085 3.0654 -1.5620
H -0.4541 4.1483 -0.2004
N -1.3494 -1.4143 -0.0132
C -0.0987 3.3958 -0.8995
H 1.1944 -3.2323 -0.3273
O 1.6790 1.9025 -0.2724
C 0.9464 -2.1909 -0.1084
H 0.8694 -1.5524 -0.9756
H -2.1154 -1.1260 0.5927
C 0.4565 2.0058 -0.4288
*
```

Computed properties:
- frontier orbital gap (eV) = 8.6
- HOMO level (Eh) = -0.1693
- E_LUMO (eV) = 3.977


Entry 3:
# C4H8NO3

A cluster of 2 separate species, C4H8NO3 in total in a non-equilibrium geometry (ωB97M-V/def2-TZVPD, OMol25).

Structure (ORCA input):
```
! RIJCOSX wB97M-V def2-TZVPD def2/J DEFGRID3
* xyz -1 1
H 0.8025 -1.7224 -2.2747
O -1.7934 1.5748 -0.8183
C 2.2647 -0.9909 -0.8077
H -3.4319 0.5707 0.8238
O -0.2807 1.1447 0.7828
H 0.6016 -2.3786 -0.6307
N 2.2356 0.0961 0.0001
C -2.6164 1.0503 1.3492
H -2.1870 0.4511 2.1525
O 3.3116 -1.5638 -1.0910
H 3.1080 0.2341 0.4597
C 0.8929 -1.5081 -1.2094
H 0.1935 -0.6831 -1.0517
C -1.4522 1.2512 0.3445
H 1.3212 0.4479 0.2904
H -2.9701 2.0260 1.6804
*
```

Computed properties:
- frontier orbital gap (eV) = 8.5
- HOMO level (Eh) = -0.1661
- E_LUMO (eV) = 3.945


Entry 4:
# C4H8NO3

The ion C4H8NO3 with charge -1 in a non-equilibrium geometry (ωB97M-V/def2-TZVPD, OMol25).

Structure (ORCA input):
```
! RIJCOSX wB97M-V def2-TZVPD def2/J DEFGRID3
* xyz -1 1
H 1.1189 -1.4892 -0.4937
O -2.0241 -0.4784 -1.2008
C -0.6608 -0.8023 -1.4924
O 2.7288 -0.0298 0.6216
C 0.1607 -1.0001 -0.2440
H 0.6460 1.1596 -0.5827
C 1.8082 0.5732 1.1684
C 0.4281 0.4468 0.3308
H -2.1266 0.4126 -0.6986
H -0.1604 0.0566 -2.0419
O 1.8643 1.3323 2.1303
H -0.7642 -1.7328 -1.9598
H -1.3529 0.3416 1.4594
H -0.2512 -1.5788 0.5670
H -0.5864 1.8239 1.4955
N -0.8283 0.9648 0.9406
*
```

Computed properties:
- structure (SMILES) = N[C@H](CCO)C(=O)[O-]
- frontier orbital gap (eV) = 7.8
- HOMO level (Eh) = -0.1426
- E_LUMO (eV) = 3.879


Entry 5:
# C4H8NO3

A cluster of 2 separate species, C4H8NO3 in total in a non-equilibrium geometry (ωB97M-V/def2-TZVPD, OMol25).

Structure (ORCA input):
```
! RIJCOSX wB97M-V def2-TZVPD def2/J DEFGRID3
* xyz -1 1
H 3.0412 0.5481 -1.4513
H -2.3264 1.8757 1.5628
C -1.4679 1.2511 1.2438
H -0.6349 1.6277 1.9302
O -2.5371 -0.1472 2.6673
C 1.0513 -0.1846 -1.3490
H -1.0394 1.1908 0.2667
H 2.7130 -1.2840 -2.2799
H 2.4025 0.0617 -3.0527
O 0.5736 0.8609 -0.9826
H -1.0555 -1.9747 1.5572
O 0.4269 -1.2754 -1.2040
C 2.4855 -0.2368 -2.0467
H -0.7008 -1.0296 0.2029
N -1.1252 -1.1648 1.2104
C -1.8069 -0.1190 1.7248
*
```

Computed properties:
- frontier orbital gap (eV) = 8.7
- HOMO level (Eh) = -0.1701
- E_LUMO (eV) = 4.090


Entry 6:
# C4H8NO3

A cluster of 2 separate species, C4H8NO3 in total in a non-equilibrium geometry (ωB97M-V/def2-TZVPD, OMol25).

Structure (ORCA input):
```
! RIJCOSX wB97M-V def2-TZVPD def2/J DEFGRID3
* xyz -1 1
C 1.3900 -2.3129 0.1378
H 2.0678 0.9310 0.7518
N 1.5707 0.0895 0.5432
H 0.7127 -1.8392 -0.6113
O -1.8449 0.0237 -1.3979
C -2.5520 0.7760 -0.6572
H 0.7458 -2.9690 0.7402
H -0.7145 1.9879 -0.2942
C -1.7893 2.1171 -0.4077
O 3.0497 -1.1379 1.5506
H 2.1840 -2.9636 -0.2451
O -3.6193 0.5294 -0.0957
H 0.6701 0.2157 0.1023
H -1.9110 2.8267 -1.2131
H -2.0377 2.9188 0.3009
C 2.0779 -1.1932 0.7955
*
```

Computed properties:
- frontier orbital gap (eV) = 7.8
- HOMO level (Eh) = -0.1574
- E_LUMO (eV) = 3.561


Entry 7:
# C4H8NO3

A cluster of 2 separate species, C4H8NO3 in total in a non-equilibrium geometry (ωB97M-V/def2-TZVPD, OMol25).

Structure (ORCA input):
```
! RIJCOSX wB97M-V def2-TZVPD def2/J DEFGRID3
* xyz -1 1
H -0.8149 2.2399 -2.4671
N 0.7734 0.1588 -0.9330
C -0.9966 0.4229 0.9029
H 1.1391 -0.4943 2.5284
H -1.0525 -0.1721 1.8238
O 0.0856 -0.7029 -2.9164
C 0.1293 -0.7153 -1.6873
H -1.5064 -0.2148 0.2200
O 0.4899 -2.0153 1.2599
H 0.9167 1.1804 0.9503
H -1.0879 1.6226 -2.1716
O -1.4073 1.6904 0.8054
C 0.5244 0.2512 0.5129
C 1.1343 -0.9080 1.3968
H -0.5948 -1.5085 -1.2018
H 2.2676 -0.8349 0.9766
*
```

Computed properties:
- frontier orbital gap (eV) = 5.5
- HOMO level (Eh) = -0.1734
- E_LUMO (eV) = 0.772


Entry 8:
# C4H8NO3

A cluster of 2 separate species, C4H8NO3 in total in a non-equilibrium geometry (ωB97M-V/def2-TZVPD, OMol25).

Structure (ORCA input):
```
! RIJCOSX wB97M-V def2-TZVPD def2/J DEFGRID3
* xyz 0 2
H 1.2287 -2.2918 -2.8368
H -1.3647 2.0345 2.9144
C -0.6268 1.2479 3.0525
O -0.8453 -0.7269 -1.7197
N -0.0668 0.2782 0.8479
C 1.3933 -1.2510 -2.5555
O -1.9440 -0.4059 1.9062
H -0.7668 0.8135 4.0380
H 0.5860 1.0083 0.6335
H -0.4906 -0.2207 0.0699
C -0.9329 0.2586 1.9091
O -0.1559 0.1394 -3.6707
H 1.9180 -0.7890 -3.3838
C -0.0298 -0.5186 -2.6408
H 1.7048 -1.1648 -1.5239
H 0.3929 1.5882 2.9595
*
```

Computed properties:
- expectation value of S² = 0.756
- frontier orbital gap (alpha / beta) (eV) = 10.0 / 5.3
- HOMO level (alpha / beta) (Eh) = -0.3484 / -0.3483
- E_LUMO (alpha / beta) (eV) = 0.564 / -4.133


Entry 9:
# C4H8NO3

A cluster of 2 separate species, C4H8NO3 in total in a non-equilibrium geometry (ωB97M-V/def2-TZVPD, OMol25).

Structure (ORCA input):
```
! RIJCOSX wB97M-V def2-TZVPD def2/J DEFGRID3
* xyz 0 2
H 1.0340 0.5175 -3.3848
H -1.3456 -0.5532 0.8065
C 0.5315 1.3645 1.3849
C 0.4225 -0.0537 1.8179
H 1.1768 1.4664 0.5084
O -1.2953 -0.6022 -1.6908
H 1.2078 -0.5394 2.3781
N 0.5554 -0.2521 -2.9463
O -0.2452 1.2596 -1.4675
C -0.5655 -0.8452 1.4928
O -0.6562 -2.0898 2.0316
C -0.3512 0.1474 -2.0221
H 0.1885 -0.9213 -3.6139
H -0.4678 1.7448 1.1321
H -1.1348 -2.6607 1.4288
H 0.9450 2.0172 2.1443
*
```

Computed properties:
- expectation value of S² = 0.759
- frontier orbital gap (alpha / beta) (eV) = 8.9 / 4.9
- HOMO level (alpha / beta) (Eh) = -0.3066 / -0.3064
- E_LUMO (alpha / beta) (eV) = 0.576 / -3.408


Entry 10:
# C4H8NO3

A cluster of 2 separate species, C4H8NO3 in total in a non-equilibrium geometry (ωB97M-V/def2-TZVPD, OMol25).

Structure (ORCA input):
```
! RIJCOSX wB97M-V def2-TZVPD def2/J DEFGRID3
* xyz 0 2
N 0.9572 -0.4547 0.4376
O 3.1098 -0.3251 0.7469
H 2.6390 -3.2494 0.9185
O -3.0623 0.4192 -1.0572
H -0.0458 -0.7379 0.1735
C -2.0402 2.4089 -1.1497
C 2.1062 -1.0297 0.8836
C -1.9155 0.9454 -1.0102
H 0.7966 -2.6036 0.8532
O -0.8144 0.3787 -0.7250
H -2.9387 2.8613 -0.8781
H 1.7378 -2.4593 2.3717
H -1.9850 2.6839 -2.1415
H 0.9453 0.5282 0.0249
H -1.3731 3.0963 -0.6986
C 1.8831 -2.4621 1.2502
*
```

Computed properties:
- expectation value of S² = 0.754
- frontier orbital gap (alpha / beta) (eV) = 9.3 / 4.7
- HOMO level (alpha / beta) (Eh) = -0.3265 / -0.3263
- E_LUMO (alpha / beta) (eV) = 0.399 / -4.179


Entry 11:
# C4H8NOS

The molecule C4H8NOS in a non-equilibrium geometry (ωB97M-V/def2-TZVPD, OMol25).

Structure (ORCA input):
```
! RIJCOSX wB97M-V def2-TZVPD def2/J DEFGRID3
* xyz 0 2
H -0.8394 -2.1769 0.2386
C 1.1091 -0.9032 -0.7610
C 0.2986 2.2011 0.6550
H -1.6022 -0.9295 1.1891
H -0.5542 0.3758 -1.0696
H 1.5126 -1.5662 0.0051
H -0.2703 2.7575 -0.0954
C -1.2641 -1.1783 0.1873
H 1.8272 -0.1756 -1.1328
S -2.6674 -0.9504 -0.9702
H 0.6451 0.4626 1.5289
O 1.0435 2.9020 1.3071
C -0.1343 -0.1902 -0.2225
H 0.7697 -1.4932 -1.6134
N 0.1261 0.8646 0.7538
*
```

Computed properties:
- expectation value of S² = 0.753
- frontier orbital gap (alpha / beta) (eV) = 10.5 / 7.0
- HOMO level (alpha / beta) (Eh) = -0.3551 / -0.3416
- E_LUMO (alpha / beta) (eV) = 0.819 / -2.300


Entry 12:
# C4H8NOS

A cluster of 2 separate species, C4H8NOS in total in a non-equilibrium geometry (ωB97M-V/def2-TZVPD, OMol25).

Structure (ORCA input):
```
! RIJCOSX wB97M-V def2-TZVPD def2/J DEFGRID3
* xyz 1 1
H -2.8424 0.2404 1.8125
H -2.1472 -1.0598 -0.2110
H 2.9915 -0.2231 -1.4066
O 0.1442 1.9736 0.0494
C 3.3121 0.2016 -0.4597
H -2.1569 -0.3808 -1.8654
H -2.9634 2.0520 1.6856
C 1.1591 1.3746 -0.0093
H -0.5939 -0.4939 -1.0424
C -1.6405 -0.3344 -0.8432
C -2.7839 1.1064 1.1095
N 2.0346 0.5874 -0.0311
H 4.0134 1.0041 -0.6906
H 3.6856 -0.5720 0.1486
S -2.0980 1.3416 -0.3135
*
```

Computed properties:
- frontier orbital gap (eV) = 8.6
- HOMO level (Eh) = -0.5203
- E_LUMO (eV) = -5.527


Total energy? In order: -20699.7558, -11912.7782, -11913.0596, -11911.2882, -11911.6497, -11911.8301, -11904.5059, -11908.3702, -11907.9066, -11906.8332, -18648.9863, -18641.3593 eV.
Molar mass? In order: 134.180, 118.112, 118.112, 118.112, 118.112, 118.112, 118.112, 118.112, 118.112, 118.112, 118.181, 118.181 g mol⁻¹.
Energy relative to the best compared isomer or geometry (same formula, charge and spin)? In order: 6.8, 11.9, 5.4, 46.3, 37.9, 33.8, 202.7, 13.8, 24.5, 49.3, 11.4, 43.5 kcal per mole.